1.
A gas-phase ion, C9H13N4O (charge +1) at a distorted geometry. Source: OMol25; level of theory: ωB97M-V/def2-TZVPD.

For the HOMO-LUMO gap, the calculation gives 7.446 eV. The value obtained for the electronic energy is -644.649635 a.u. As for the net charge: +1.

Each line ends with the natural charge from an NBO analysis.
Atoms and positions in Å:
C  -2.67198  0.68577  -1.12045  -0.06
C  -2.04957  0.86732  0.06926  -0.11
C  -0.71464  -0.20944  -1.55744  0.59
C  1.59029  -0.62385  -1.21881  0.70
C  1.53875  0.30339  0.04353  -0.49
C  0.25605  1.34359  2.06712  -0.21
C  0.18942  -0.83407  2.04966  -0.25
C  0.24358  0.29529  0.89235  0.17
C  0.59774  -1.38903  -3.28875  -0.40
N  -1.85929  0.02700  -2.03508  -0.45
N  -0.76698  0.50807  -0.03086  -0.44
N  0.43594  -0.74882  -2.00534  -0.46
N  0.09707  0.25659  3.06489  -0.50
O  2.59858  -1.23234  -1.48424  -0.54
H  -3.62801  0.99320  -1.30132  0.22
H  -2.57999  1.37745  0.80358  0.22
H  2.30297  0.25286  0.74628  0.23
H  1.70525  1.20391  -0.42765  0.25
H  1.21337  1.79709  2.36410  0.23
H  -0.53158  1.97947  2.03944  0.23
H  -0.67852  -1.47521  1.87283  0.26
H  1.08828  -1.28806  1.95146  0.24
H  0.25256  -2.47070  -3.12910  0.21
H  -0.12769  -0.97714  -3.86520  0.22
H  1.48809  -1.35773  -3.81025  0.25
H  0.80386  0.36170  3.84017  0.45
H  -0.79355  0.35370  3.46982  0.44

2.
A gas-phase ion, C9H13N4O2 (charge +1) at a distorted geometry. Source: OMol25; level of theory: ωB97M-V/def2-TZVPD.

For the HOMO-LUMO gap (alpha / beta), the calculation gives 6.411 / 6.775 eV. Its multiplicity is 3. The value obtained for the electronic energy is -719.643627 a.u. As for the net charge: +1.

Each line ends with the natural charge from an NBO analysis.
Atoms and positions in Å:
C  1.85665  -2.74397  -0.05515  -0.15
C  0.63030  -2.00837  -0.24923  -0.26
C  3.08900  -2.09727  0.12864  0.15
C  0.68961  -0.61591  -0.14252  0.15
C  2.18502  0.00795  0.03814  0.32
C  -2.80180  0.52119  0.24876  -0.45
C  -2.05786  1.60540  0.98237  -0.41
C  -1.75294  -0.50866  0.15197  -0.21
C  -0.52667  1.45070  0.49984  -0.27
N  3.18390  -0.75514  0.09636  -0.39
N  -0.65641  0.62423  -1.73499  -0.62
N  2.32229  1.44019  0.09910  0.47
N  -0.58757  0.26562  -0.38489  -0.11
O  1.64956  2.07534  -0.72435  -0.45
O  3.08754  1.88961  0.89294  -0.28
H  1.87366  -3.80483  0.08824  0.24
H  -0.30251  -2.48742  -0.78445  0.26
H  3.96202  -2.59304  0.39342  0.22
H  -3.61000  0.16608  0.87738  0.25
H  -3.23328  0.94029  -0.69071  0.25
H  -2.46525  2.61995  0.66666  0.24
H  -2.21218  1.67797  1.97627  0.23
H  -1.50852  -0.99989  1.06756  0.25
H  -1.97660  -1.32557  -0.52787  0.22
H  -0.15015  2.25227  -0.17722  0.28
H  0.11103  1.59018  1.43660  0.27
H  -0.99330  -0.25325  -2.12748  0.38
H  0.19448  1.06634  -2.04540  0.43

3.
A gas-phase ion, C9H13N6 (charge +1) at a distorted geometry. Source: OMol25; level of theory: ωB97M-V/def2-TZVPD.

For the HOMO-LUMO gap, the calculation gives 7.218 eV. The value obtained for the electronic energy is -678.869353 a.u. As for the net charge: +1.

Each line ends with the natural charge from an NBO analysis.
Atoms and positions in Å:
C  -1.45624  -2.87870  1.07985  -0.06
C  -0.86154  -2.36594  2.18328  -0.08
C  -0.63256  -0.99431  0.43453  0.46
C  -0.50371  2.10141  1.02725  0.23
C  1.31333  -1.05089  -1.58214  0.38
C  1.67706  2.67850  1.14252  -0.29
C  -0.75706  -0.73557  -2.62543  -0.27
C  1.59845  1.36404  0.34181  -0.25
C  -1.10018  0.27903  -1.62446  -0.25
N  -1.33103  -1.98647  0.01943  -0.52
N  0.25973  3.04828  1.37489  -0.39
N  0.64235  -1.15499  -2.55624  -0.25
N  -0.30464  -1.11085  1.73333  -0.54
N  0.17992  1.05151  0.42996  -0.32
N  -0.23806  0.05261  -0.36106  -0.19
H  -1.98939  -3.72664  0.82001  0.23
H  -0.92449  -2.58644  3.19311  0.24
H  -1.56152  2.11912  1.01527  0.22
H  2.26023  -1.43863  -1.10961  0.30
H  2.30218  2.78051  2.11327  0.25
H  2.21368  3.57067  0.55768  0.24
H  -1.27304  -1.74021  -2.49559  0.29
H  -0.99972  -0.43844  -3.64872  0.26
H  1.88978  1.47984  -0.69445  0.19
H  2.28288  0.52458  0.55076  0.20
H  -0.83642  1.29624  -2.02087  0.24
H  -2.13768  0.23889  -1.50451  0.26
H  0.28768  -0.37717  2.20613  0.45

4.
C9H13NO in the gas phase. Source: OMol25; level of theory: ωB97M-V/def2-TZVPD.

For the HOMO-LUMO gap, the calculation gives 8.656 eV. The value obtained for the electronic energy is -480.728303 a.u.

Each line ends with the natural charge from an NBO analysis.
Atoms and positions in Å:
O  -2.73276  1.48761  -0.91840  -0.71
C  -2.82452  0.08488  -0.92791  -0.06
H  -2.04711  -0.34644  -1.57304  0.16
C  -2.73440  -0.53782  0.47099  -0.43
C  -1.36676  -0.31093  1.12451  -0.22
N  -0.32121  -0.83124  0.28455  -0.63
C  0.95384  -0.34092  0.14941  0.28
C  1.39411  0.84648  0.73885  -0.33
C  2.67272  1.31498  0.49908  -0.18
C  3.54337  0.62042  -0.32175  -0.27
C  3.12130  -0.56637  -0.89989  -0.18
C  1.84912  -1.04203  -0.66770  -0.30
H  1.52548  -1.96883  -1.12230  0.20
H  3.78998  -1.12533  -1.53895  0.21
H  4.53838  0.99570  -0.50586  0.21
H  2.99103  2.23630  0.96502  0.21
H  0.74749  1.40763  1.39655  0.21
H  -0.45404  -1.78392  -0.01864  0.38
H  -1.20965  0.75999  1.26789  0.19
H  -1.36230  -0.78300  2.11980  0.19
H  -3.50556  -0.09985  1.10631  0.22
H  -2.92698  -1.60897  0.38409  0.20
H  -3.80103  -0.14188  -1.36286  0.18
H  -1.84052  1.73356  -0.64974  0.46

5.
C9H13NO in the gas phase at a distorted geometry. Source: OMol25; level of theory: ωB97M-V/def2-TZVPD.

For the HOMO-LUMO gap, the calculation gives 9.070 eV. The value obtained for the electronic energy is -480.641199 a.u.

Each line ends with the natural charge from an NBO analysis.
Atoms and positions in Å:
O  -0.52283  -3.45187  0.99821  -0.53
C  0.39651  -2.87948  0.46321  0.38
C  1.51063  -0.78163  0.49259  -0.10
C  0.33440  -1.46783  0.34797  -0.12
N  -0.99276  -0.18579  -1.21784  -0.62
C  1.80190  0.60007  0.18978  -0.47
C  1.06565  1.07952  -1.11610  -0.39
C  -1.15096  1.52336  0.05569  -0.41
C  -0.45114  1.14681  -1.13759  -0.08
C  -1.27686  0.35646  1.08787  -0.43
C  -1.01822  -0.75915  0.16257  -0.09
H  1.35523  -3.46822  0.48406  0.13
H  2.23221  -1.30519  1.04118  0.20
H  -1.95234  -0.17477  -1.54185  0.36
H  1.49159  1.17422  1.04272  0.23
H  2.90627  0.77243  0.13364  0.23
H  1.27599  0.51278  -2.01700  0.23
H  1.44588  2.09167  -1.24152  0.20
H  -2.12997  1.86514  -0.29242  0.21
H  -0.67207  2.39763  0.48632  0.20
H  -0.72512  1.68340  -2.02654  0.21
H  -2.38667  0.25398  1.36753  0.21
H  -0.69041  0.43653  1.99529  0.22
H  -1.84691  -1.42008  0.24221  0.23

6.
C9H13NO5 in the gas phase at a distorted geometry. Source: OMol25; level of theory: ωB97M-V/def2-TZVPD.

For the HOMO-LUMO gap, the calculation gives 10.802 eV. The value obtained for the electronic energy is -781.658992 a.u.

Each line ends with the natural charge from an NBO analysis.
Atoms and positions in Å:
C  -2.54707  -0.42226  -1.21057  -0.29
C  -1.47199  -0.15090  -1.91656  -0.16
C  -2.04896  -0.97459  0.13036  0.68
C  0.27179  -1.43915  0.84913  0.94
C  -0.14784  -0.30719  -1.24796  0.62
C  1.25917  -0.16055  3.38309  -0.64
C  0.04426  2.88774  -2.11801  -0.64
C  0.84221  -1.64015  3.22169  -0.06
C  0.95941  1.63357  -2.01239  -0.08
N  -0.69018  -0.99709  -0.05458  -0.52
O  -2.73089  -1.34327  1.03755  -0.53
O  1.39852  -1.70647  0.48792  -0.66
O  0.54578  -1.22906  -1.98017  -0.71
O  -0.16598  -1.64358  2.09563  -0.51
O  0.44942  0.85315  -0.82792  -0.53
H  -3.57093  -0.45456  -1.57568  0.24
H  -1.47220  0.29538  -2.93935  0.22
H  0.25070  0.37195  3.49344  0.23
H  1.90428  -0.13592  4.17062  0.21
H  1.77481  0.11993  2.40633  0.23
H  -1.03389  2.53105  -2.36212  0.21
H  -0.00728  3.28007  -1.17877  0.22
H  0.31586  3.81946  -2.74266  0.23
H  0.11433  -1.99033  4.01751  0.20
H  1.55344  -2.45601  3.02203  0.21
H  2.00757  1.87124  -1.90049  0.20
H  0.91426  0.87946  -2.84705  0.20
H  1.28139  -1.49190  -1.40103  0.51

Short version: ΔE to the lowest compared entry with this formula, charge and spin = 309.8, 502.4, 196.2, 76.1, 304.7, 32.1 kJ/mol, in the order given.